{"formula": "C38H41CoN7O2S2", "method": "ωB97M-V with the def2-TZVPD basis set", "gap_ev": [6.21, 5.97], "e_above_lowest_kcal_mol": 47.9, "spin_multiplicity": 4, "largest_force_ev_per_a": 1.0, "lumo_ha": [0.0059, -0.0150], "s2": 3.84, "species": ["Co", "C", "C", "O", "N", "C", "C", "C", "C", "C", "C", "N", "H", "H", "H", "H", "H", "H", "H", "H", "H", "H", "S", "C", "N", "N", "C", "C", "C", "C", "C", "C", "N", "N", "C", "C", "C", "C", "C", "C", "H", "H", "H", "H", "H", "H", "H", "H", "H", "H", "H", "N", "C", "C", "C", "C", "C", "C", "C", "C", "C", "C", "C", "C", "C", "H", "H", "H", "H", "H", "H", "H", "H", "H", "H", "C", "C", "S", "O", "C", "C", "H", "H", "H", "H", "H", "H", "H", "H", "H", "H"], "coordinates": [[-0.124047, -0.410690, 0.325696], [0.771675, 0.813318, 4.380496], [1.037504, -0.107245, 3.224595], [0.173223, -0.355011, 2.381230], [2.268114, -0.631324, 3.143151], [2.660465, -1.480852, 2.036661], [3.207766, -0.657889, 0.895090], [4.558103, -0.655437, 0.575012], [4.987664, 0.117303, -0.492579], [4.051647, 0.851690, -1.201062], [2.723502, 0.790180, -0.804310], [2.304721, 0.061158, 0.225954], [-0.248952, 0.667562, 4.719956], [0.850680, 1.843413, 4.027563], [1.467478, 0.655483, 5.203464], [2.963230, -0.320246, 3.801566], [1.762484, -1.991886, 1.696781], [3.380255, -2.226220, 2.375326], [5.251540, -1.260915, 1.143819], [6.033677, 0.137867, -0.770031], [4.332179, 1.461024, -2.048388], [1.955410, 1.325991, -1.348853], [-0.045077, -0.418776, -1.880508], [0.105010, 1.339577, -2.059529], [0.135058, 1.771812, -3.304043], [0.241488, 3.119240, -3.533535], [1.152489, 4.052237, -3.052442], [1.017372, 5.367411, -3.513258], [1.910632, 6.350328, -3.131305], [2.967604, 6.054461, -2.279622], [3.109593, 4.749951, -1.829245], [2.219791, 3.755126, -2.202979], [0.100012, 2.136328, -0.990730], [-0.135813, 1.513359, 0.171753], [-0.360325, 2.444061, 1.208422], [-1.317720, 2.181974, 2.189836], [-1.575972, 3.116399, 3.181153], [-0.883603, 4.319082, 3.223140], [0.063460, 4.584387, 2.240759], [0.319433, 3.665866, 1.236280], [-0.163931, 3.360365, -4.422138], [0.191541, 5.612457, -4.171716], [1.776567, 7.359271, -3.500537], [3.666173, 6.823000, -1.978606], [3.930716, 4.493871, -1.170392], [2.349021, 2.750757, -1.834760], [-1.871303, 1.254963, 2.146277], [-2.334969, 2.903752, 3.925048], [-1.090576, 5.046066, 3.997470], [0.607695, 5.520770, 2.251750], [1.035370, 3.883820, 0.456085], [-0.023373, -2.180031, 0.272246], [-0.119673, -3.414794, 0.115503], [-1.447643, -4.097039, 0.044194], [-1.625252, -5.236890, -0.732323], [-2.867213, -5.851956, -0.792167], [-3.930969, -5.341544, -0.061892], [-3.754436, -4.204345, 0.716635], [-2.519607, -3.577601, 0.765185], [1.133319, -4.235106, 0.016689], [1.313464, -5.367605, 0.804804], [2.519605, -6.051216, 0.771734], [3.542868, -5.616306, -0.061470], [3.358005, -4.496569, -0.860924], [2.157562, -3.802809, -0.818509], [-0.793280, -5.635904, -1.299291], [-3.002993, -6.732703, -1.405834], [-4.895665, -5.831223, -0.096416], [-4.582985, -3.807862, 1.290334], [-2.369757, -2.678337, 1.348701], [0.510248, -5.706548, 1.448094], [2.660361, -6.926415, 1.392559], [4.481710, -6.154267, -0.090771], [4.150702, -4.158447, -1.515839], [2.002799, -2.917439, -1.423743], [-5.654517, -1.444577, -0.932391], [-4.953413, -0.441590, -0.028140], [-3.255508, -0.125381, -0.593685], [-2.389697, -0.381241, 0.620871], [-3.317689, 1.664190, -0.807219], [-3.856280, 2.017199, -2.183702], [-6.701009, -1.548602, -0.645539], [-5.181571, -2.424423, -0.872970], [-5.622358, -1.122625, -1.973397], [-4.812164, -0.819176, 0.985073], [-5.492672, 0.504402, 0.021811], [-2.280624, 1.975866, -0.686489], [-3.906869, 2.086679, 0.008171], [-3.276203, 1.518029, -2.959950], [-3.780905, 3.091722, -2.344495], [-4.904350, 1.733281, -2.299214]], "forces_ev_per_a": [[0.4, 0.2, -0.1], [0.0, 0.0, 0.0], [0.0, 0.1, -0.3], [-0.5, 0.1, 0.2], [0.1, 0.0, 0.3], [0.1, 0.1, -0.2], [0.0, -0.2, 0.0], [-0.1, 0.0, 0.0], [0.0, 0.0, -0.1], [0.1, 0.0, 0.1], [0.2, -0.2, 0.0], [0.2, -0.3, 0.0], [0.0, 0.0, 0.0], [0.0, 0.0, 0.0], [0.0, 0.0, 0.0], [0.0, 0.0, 0.0], [0.0, -0.1, 0.0], [0.0, 0.1, 0.0], [0.0, 0.0, 0.0], [0.0, 0.0, 0.0], [0.0, 0.0, 0.0], [0.6, -0.5, 0.4], [-0.4, 0.0, 0.0], [-0.6, 0.0, -0.8], [0.3, -0.2, 0.2], [-0.3, 0.3, 0.2], [0.0, -0.1, -0.1], [0.0, 0.1, 0.0], [0.0, 0.0, 0.0], [0.0, 0.0, 0.0], [0.0, 0.0, 0.0], [0.0, -0.1, -0.1], [-0.4, 0.2, 0.3], [-0.3, 0.5, -0.2], [0.1, -0.1, 0.0], [-0.1, 0.0, 0.0], [0.0, 0.0, 0.0], [0.0, 0.0, 0.0], [0.0, 0.0, 0.0], [0.1, 0.0, 0.0], [0.1, -0.1, 0.0], [0.0, 0.0, 0.0], [0.0, 0.0, 0.0], [0.0, 0.0, 0.0], [0.0, 0.0, 0.0], [0.1, 0.6, -0.2], [0.0, 0.0, 0.0], [0.0, 0.0, 0.0], [0.0, 0.0, 0.0], [0.0, 0.0, 0.0], [0.0, 0.0, 0.0], [0.0, 0.0, -0.1], [0.0, -0.1, 0.0], [0.0, 0.0, 0.1], [0.0, 0.0, 0.0], [0.0, 0.0, 0.0], [0.0, 0.0, 0.0], [0.0, 0.0, 0.0], [0.0, 0.0, 0.0], [0.0, 0.0, 0.0], [0.0, 0.0, 0.0], [0.0, 0.0, 0.0], [0.0, 0.0, 0.0], [0.0, 0.0, 0.0], [0.1, 0.0, 0.0], [0.0, 0.0, 0.0], [0.0, 0.0, 0.0], [0.0, 0.0, 0.0], [0.0, 0.0, 0.0], [0.0, 0.0, 0.0], [0.0, 0.0, 0.0], [0.0, 0.0, 0.0], [0.0, 0.0, 0.0], [0.0, 0.0, 0.0], [0.0, 0.0, 0.0], [0.0, 0.0, 0.0], [0.0, 0.0, 0.0], [0.2, -0.2, -0.2], [0.0, 0.0, 0.2], [0.0, 0.0, 0.1], [0.0, 0.0, 0.0], [0.0, 0.0, 0.0], [0.0, 0.0, 0.0], [0.0, 0.0, 0.0], [0.0, 0.0, 0.0], [0.0, 0.0, 0.0], [-0.1, 0.0, -0.1], [0.0, 0.0, 0.0], [0.0, 0.0, 0.0], [0.0, 0.0, 0.0], [0.0, 0.0, 0.0]]}

{"formula": "C3H12NO4", "method": "ωB97M-V with the def2-TZVPD basis set", "gap_ev": 11.00, "e_above_lowest_kcal_mol": 23.7, "total_charge": 1, "largest_force_ev_per_a": 1.4, "lumo_ha": -0.1165, "species": ["O", "C", "C", "N", "C", "O", "H", "H", "H", "H", "H", "H", "H", "H", "H", "H", "O", "H", "H", "O"], "coordinates": [[2.183270, -0.922049, -2.042247], [1.539918, 0.108018, -1.512365], [0.423539, -0.342650, -0.572799], [0.024645, 0.862613, 0.219457], [-1.080580, 0.555312, 1.178671], [1.872301, 1.260863, -1.581758], [2.901608, -0.557137, -2.591819], [0.991006, -0.961785, 0.126308], [-0.422063, -0.876666, -0.991051], [0.889670, 1.149179, 0.721564], [-0.191328, 1.596937, -0.448633], [-1.014559, -0.468161, 1.537737], [-2.024321, 0.706360, 0.663063], [-0.950804, 1.205331, 2.032397], [-3.957481, -2.528784, -0.663452], [-3.450692, -3.805703, -1.398406], [-3.777720, -2.911675, -1.526320], [1.596575, 2.536549, 1.941123], [2.649987, 1.758143, 2.674485], [1.797024, 1.635310, 2.234038]], "forces_ev_per_a": [[-0.2, 0.4, -0.3], [0.0, -0.1, 0.3], [1.3, 0.3, 0.4], [0.3, -1.1, -0.3], [0.0, 0.3, 0.0], [-0.2, 0.0, -0.2], [0.0, -0.2, 0.0], [-0.5, -0.4, 0.1], [0.0, 0.1, -0.2], [-0.4, 0.0, 0.1], [-0.2, 0.3, 0.1], [0.2, 0.0, -0.2], [-0.1, 0.1, 0.2], [-0.3, 0.2, 0.1], [-0.1, -0.3, 0.1], [-0.1, 0.0, 0.2], [0.2, 0.4, -0.2], [0.0, 0.1, 0.3], [0.0, -0.4, 0.0], [0.0, 0.6, -0.3]]}